No. 1
The following is a quantum chemistry calculation of a structure of composition C19H33Cl2EuN2O4, from the Open Molecules 2025 dataset.

```
61
Properties=species:S:1:pos:R:3:forces:R:3
O 0.10435 1.52254 -2.20468 -0.4 -0.3 -3.0
C -0.32333 1.21153 -3.32795 0.4 -0.6 1.8
C -0.02994 1.87572 -4.63945 0.4 0.8 -0.1
C 1.08940 2.70628 -4.81905 -0.3 0.3 -0.2
H 1.89873 2.68095 -4.09535 -0.3 0.2 0.1
C 1.15038 3.57979 -5.90994 -0.3 -0.5 -0.1
H 1.98538 4.26351 -6.01797 0.0 -0.1 0.0
C 0.12387 3.58467 -6.86601 -0.1 -0.2 0.4
H 0.12735 4.30496 -7.67992 0.1 -0.1 0.1
C -0.92103 2.66172 -6.76801 0.2 -0.1 0.0
H -1.69896 2.62074 -7.53727 0.3 0.0 0.3
C -0.97129 1.78838 -5.68161 0.1 0.0 0.5
H -1.75354 1.03443 -5.60049 0.0 0.3 0.0
H -1.00607 0.33925 -3.41259 0.0 0.3 0.2
C -2.60758 2.19709 0.44505 -0.7 0.7 0.0
C -2.48255 1.26398 1.55366 3.4 -1.9 -1.1
H -3.49581 2.84479 0.49517 -0.3 0.5 -0.4
H -2.63322 1.65852 -0.51957 -0.1 0.1 0.3
H -1.71538 2.84224 0.37962 -0.2 -0.1 0.1
C -2.97877 0.78637 2.65962 -0.9 0.6 0.7
C -4.19530 1.24293 3.45665 -0.1 0.0 0.0
H -2.49440 -0.07229 3.14867 0.1 -0.2 0.2
H -4.70342 2.08565 2.97331 0.0 -0.1 0.1
H -3.90526 1.54335 4.47224 -0.1 0.1 0.0
H -4.90480 0.41432 3.55901 -0.2 0.0 0.1
Eu 0.09249 -0.03663 0.45881 -1.8 0.8 0.6
Cl 1.21784 2.33548 0.78071 0.8 1.0 0.1
Cl -1.66798 -1.07193 -1.30313 -0.4 -0.5 -1.0
H 3.72457 0.48720 -2.06838 -0.1 -0.2 0.1
H 5.38540 1.26982 -0.69076 0.0 -0.2 0.2
C 2.99598 0.32219 -1.26825 -0.1 0.2 0.0
C 4.77582 1.20760 0.21846 -0.1 0.3 0.1
N 3.71004 0.24519 0.00464 0.2 0.0 0.0
H 2.43422 -0.60464 -1.43266 0.2 0.2 0.0
C 3.21000 -0.47053 1.01160 -1.7 -0.8 -0.5
O 2.18727 -1.20354 0.88361 2.3 0.6 0.5
H 5.38756 0.88338 1.06903 -0.1 0.1 -0.2
H 3.72614 -0.37680 1.98419 0.0 0.0 -0.4
H 2.30592 1.17996 -1.26008 0.1 -0.2 0.1
H 4.37865 2.21588 0.41381 -0.1 -0.3 0.0
H -1.57039 -5.38854 2.76666 0.0 0.1 0.1
H -0.60407 -6.13572 0.38248 0.0 0.1 0.0
C -2.01662 -4.53930 2.24146 0.1 -0.1 -0.2
C -1.13491 -5.24454 0.02961 0.1 0.3 0.1
N -1.21850 -4.23106 1.06745 -0.4 -0.9 0.1
H -2.06587 -3.66000 2.88619 0.0 -0.2 -0.1
C -0.73878 -3.00912 0.86302 0.1 2.2 0.8
O -0.85178 -2.05127 1.66105 0.3 -2.0 -0.9
H -0.59195 -4.80055 -0.80770 -0.1 -0.2 0.0
H -0.24108 -2.88125 -0.11650 -0.1 -0.2 0.3
H -3.02003 -4.84224 1.92580 0.0 0.2 0.1
H -2.13275 -5.56028 -0.29703 0.1 0.2 0.0
C 1.49588 -0.50906 5.29834 0.0 0.2 0.2
C 0.74157 -0.95623 4.05389 -0.1 0.7 -0.6
O 0.56254 0.13206 3.09697 -0.1 -0.7 1.2
H 2.43878 0.00274 5.05704 -0.3 -0.1 -0.1
H 1.74561 -1.37568 5.92441 -0.1 0.0 -0.1
H 0.87524 0.16156 5.91305 0.2 -0.1 -0.2
H 1.30875 -1.72141 3.51037 -0.2 0.1 0.1
H -0.24357 -1.35406 4.34718 0.3 0.0 -0.3
H -0.26081 0.59994 3.33149 0.1 0.0 -0.4
```
Forces are in eV/Å.

Values from the calculation:
Charge: -1
Kohn-Sham gap (spin up / spin down): 3.3818 / 3.4102 eV
⟨S²⟩: 15.760
Spin multiplicity: 8

natural (NBO) atomic charge list, values in e, 8 entries: -0.50 0.41 -0.16 -0.16 0.23 -0.21 0.21 -0.20

=====

No. 2
The following is a quantum chemistry calculation of a structure of composition C19H33F6MoNO2P2, from the Open Molecules 2025 dataset.

```
64
Properties=species:S:1:pos:R:3:forces:R:3
Mo -0.20179 -0.04536 -0.17618 2.6 0.6 1.3
P -1.98044 -0.53212 -1.60184 -0.5 -0.4 -0.8
P 2.05797 1.11490 1.70849 1.3 0.6 0.5
N 0.51979 -1.71207 -0.05945 -1.8 2.6 0.6
H 0.54187 0.32070 -1.59397 -0.2 0.2 -0.5
C -1.69370 -0.25024 -3.37663 0.0 -0.1 0.0
H -2.59666 -0.54327 -3.92581 0.2 0.1 -0.1
H -0.83200 -0.84734 -3.70016 -0.2 0.1 0.1
H -1.46492 0.80705 -3.55921 -0.1 -0.3 0.1
C -3.54511 0.30894 -1.25690 -0.2 0.1 0.0
H -4.29631 -0.00056 -1.99183 0.0 0.0 0.2
H -3.40780 1.39417 -1.29540 -0.1 -0.4 0.0
H -3.86267 0.04320 -0.24249 0.0 0.1 -0.2
C -2.37679 -2.28646 -1.44541 -0.5 -0.3 -0.4
H -3.24181 -2.49163 -2.08583 0.1 -0.3 0.1
H -2.62141 -2.51375 -0.40086 0.1 0.0 -0.2
H -1.52182 -2.90085 -1.75069 -0.2 0.2 0.1
C 3.73437 1.33125 1.07504 -0.1 -0.2 0.2
H 4.40768 1.50443 1.91696 0.4 -0.2 -0.4
H 3.79924 2.11237 0.31504 -0.2 0.1 0.5
H 3.91012 0.38084 0.53872 0.3 0.3 0.5
C 1.44830 1.94156 3.18217 0.1 -0.1 0.2
H 2.22635 2.03584 3.95603 -0.4 -0.1 -0.2
H 0.63818 1.25745 3.50168 0.4 0.3 0.2
H 0.98198 2.89730 2.96098 0.3 0.0 -0.1
C 2.16927 -0.56114 2.37449 -0.2 0.1 -0.3
H 2.91739 -0.41016 3.17291 -0.3 -0.4 -0.2
H 2.51769 -1.27346 1.61634 -0.1 0.1 0.4
H 1.20004 -0.85348 2.80187 0.4 -0.2 -0.1
C 0.80446 -3.01999 0.08394 0.5 -1.8 -0.2
C 1.86945 -5.07633 -0.69225 -0.2 0.1 0.3
C 1.63489 -3.71126 -0.84891 -0.4 0.1 0.6
C 0.25133 -3.75058 1.17572 0.3 0.2 -0.5
C 0.50410 -5.11203 1.31004 0.0 0.0 -0.1
C 1.31115 -5.78229 0.38521 0.0 0.1 -0.2
H 2.48961 -5.59961 -1.41683 -0.1 0.1 0.1
H 2.06815 -3.14749 -1.67639 -0.1 -0.2 0.2
H -0.37502 -3.21668 1.89589 0.2 -0.2 -0.3
H 0.05905 -5.65412 2.14606 0.2 0.1 -0.2
H 1.50397 -6.85665 0.49282 -0.1 0.5 0.0
C -1.63402 3.03600 -0.37405 -0.3 -1.9 1.9
O -1.71119 1.98862 0.35169 0.8 1.7 -2.0
C -1.09933 3.00466 -1.75907 0.7 0.3 -0.7
H -0.81453 4.01545 -2.08826 -0.1 -0.3 0.2
H -1.84402 2.64047 -2.49123 0.2 0.0 0.5
H -0.18450 2.38838 -1.79323 -0.5 0.1 -0.1
C -2.06523 4.35915 0.14802 -0.4 -0.2 0.4
H -1.21626 5.03652 0.05206 -0.1 0.0 0.0
H -2.35110 4.29446 1.20127 0.0 0.0 -0.3
H -2.89015 4.76117 -0.46305 0.3 -0.1 0.1
C 3.20723 4.58122 1.25982 1.0 -0.5 0.0
C 1.89455 5.08285 0.91026 -3.2 1.2 -0.6
O 1.20033 1.51318 0.54029 -2.1 -1.6 -1.1
C 0.88394 5.39857 1.96936 3.1 0.0 -2.8
F 0.19447 6.54630 1.74213 -0.7 -0.4 0.5
F -0.06478 4.37700 2.12374 -0.7 0.6 0.8
F 1.49156 5.52027 3.18429 -0.6 -0.3 0.1
C 1.69755 5.40912 -0.52704 0.2 -0.6 3.4
F 2.59403 6.34329 -0.97561 -0.1 -0.1 -0.9
F 1.92398 4.28197 -1.29813 0.0 0.4 -0.9
F 0.45726 5.87056 -0.85535 0.3 0.0 -0.4
H 3.13921 3.74215 1.96322 0.4 0.1 0.2
H 3.87371 5.34845 1.65308 0.4 0.0 0.4
H 3.69250 4.19244 0.35420 0.0 0.1 0.2
```
Forces are in eV/Å.

Values from the calculation:
Charge: 0
Kohn-Sham gap (spin up / spin down): 4.6571 / 4.4301 eV
⟨S²⟩: 2.030
Spin multiplicity: 3
Relative energy (zero: lowest compared OMol25 entry of this formula, charge and spin): 0.0 kcal per mole

natural (NBO) atomic charge list, values in e, 8 entries: 0.86 1.10 1.94 -0.66 -0.10 -0.94 0.23 0.26

=====

No. 3
The following is a quantum chemistry calculation of a cluster of 5 separate species, C19H33FN2O14PS in total, from the Open Molecules 2025 dataset.

```
71
Properties=species:S:1:pos:R:3:forces:R:3
C -1.03248 1.93979 -3.43105 0.2 0.0 0.1
C -1.65769 2.04266 -2.02426 0.1 0.1 -0.2
C -3.17998 2.18920 -2.17127 0.1 0.3 -0.1
C -1.17227 0.78939 -1.27752 -0.3 -0.1 -0.4
N -1.29059 0.70483 0.26227 0.5 -0.1 0.0
C -2.35163 -0.26365 0.73538 -0.1 -0.4 -0.1
O -3.46090 -0.11129 -0.08490 0.0 0.3 0.0
N -4.67372 -0.85724 0.50725 0.0 0.2 0.4
O -5.50407 -0.10345 0.69177 -0.1 -0.3 -0.3
P -1.54186 2.33531 1.13532 -0.4 0.3 0.1
S -3.32111 2.92812 1.41138 0.1 -0.1 -0.1
C 0.03680 0.14907 0.78645 0.2 0.3 0.4
C 1.19261 1.11455 0.65710 0.3 -0.2 -0.3
F 0.29173 -1.00565 0.09782 -0.2 0.1 0.0
H 0.04490 1.74145 -3.38656 -0.2 0.1 0.0
H -1.51207 1.14431 -4.01395 0.1 0.1 0.1
H -1.16251 2.88874 -3.95798 -0.1 -0.2 0.0
H -1.23093 2.96251 -1.60130 0.0 -0.3 0.2
H -3.73353 1.92773 -1.27309 0.0 0.0 -0.1
H -3.53517 1.59631 -3.02275 0.0 -0.1 0.3
H -3.41532 3.23508 -2.40128 0.0 -0.2 0.0
H -0.11633 0.63295 -1.49556 -0.1 0.1 0.1
H -1.70648 -0.08146 -1.66684 0.1 0.1 0.1
H -2.57642 -0.02010 1.78578 0.1 0.0 -0.2
H -1.92965 -1.27491 0.68063 0.0 0.2 -0.1
H -0.84724 1.95396 2.29250 0.1 0.0 -0.1
H -0.65503 3.12954 0.40355 0.1 -0.1 0.0
H -0.13098 -0.10664 1.83895 -0.1 -0.2 -0.2
H 2.09126 0.50065 0.52076 -0.1 0.1 0.2
H 1.33705 1.69971 1.56911 -0.1 0.0 -0.2
H 1.11879 1.77644 -0.21103 -0.2 -0.2 0.3
C 4.09280 3.03961 0.20663 0.2 -0.1 0.0
C 4.59841 3.43756 -1.16711 0.1 0.0 0.1
O 3.38766 3.41736 -1.94587 -0.2 0.1 0.0
C 2.34368 3.58299 -1.12106 0.4 0.0 0.0
O 1.21029 3.74017 -1.47016 -0.2 -0.1 0.1
O 2.72979 3.50845 0.16822 0.0 0.2 0.0
H 4.62332 3.50947 1.02929 -0.1 0.1 0.0
H 4.08666 1.95916 0.34684 0.1 0.0 0.0
H 5.00873 4.44727 -1.18994 0.0 0.0 0.0
H 5.31649 2.74027 -1.58775 -0.1 -0.1 0.0
C -8.21790 1.47547 -1.10201 0.1 -0.1 0.0
C -6.89840 1.71794 -1.81656 0.0 0.0 0.1
O -7.32722 2.18080 -3.09248 0.0 0.0 -0.1
C -8.57863 2.70193 -2.96837 0.0 0.0 0.0
O -9.14048 3.31608 -3.80856 0.0 0.0 0.0
O -9.07925 2.41436 -1.74105 0.0 0.0 0.0
H -8.18550 1.67215 -0.03345 0.0 0.1 0.0
H -8.60379 0.46884 -1.27522 0.0 0.0 0.0
H -6.30454 2.50005 -1.33646 0.0 0.0 0.0
H -6.29162 0.82277 -1.93598 0.0 0.0 -0.1
C 3.01822 -2.68124 0.69598 -0.3 -0.3 -0.1
C 4.26666 -3.37647 0.19521 0.0 0.1 0.1
O 5.08344 -2.25278 -0.19496 0.1 0.0 0.1
C 4.66506 -1.16115 0.46420 -0.1 -0.1 -0.1
O 5.19618 -0.09492 0.45358 0.1 0.2 -0.1
O 3.51948 -1.41183 1.13356 -0.1 0.0 0.1
H 2.53102 -3.20743 1.51022 0.1 0.1 0.1
H 2.30327 -2.49560 -0.10675 0.0 -0.1 0.0
H 4.77533 -3.93738 0.97888 0.0 0.1 0.0
H 4.10539 -4.02341 -0.66151 0.0 0.1 -0.1
C 4.84639 -6.77965 4.69419 0.1 -0.1 0.0
C 5.64976 -6.51721 3.43302 0.1 0.0 0.1
O 4.62460 -6.13762 2.50087 0.0 0.1 0.0
C 3.56191 -5.68227 3.19792 -0.1 -0.1 0.0
O 2.61539 -5.14555 2.70749 0.1 0.0 0.0
O 3.71518 -5.91517 4.51190 0.0 0.0 0.0
H 5.36380 -6.51701 5.61182 0.0 0.1 0.0
H 4.48849 -7.80766 4.75561 0.0 0.0 0.0
H 6.34144 -5.68150 3.54622 0.0 0.0 0.0
H 6.18332 -7.38477 3.05695 -0.1 0.0 -0.1
```
Forces are in eV/Å.

Values from the calculation:
Charge: +1
Kohn-Sham gap: 8.6724 eV
Spin multiplicity: 1

Mulliken atomic charge list, values in e, 8 entries: -1.90 1.12 -1.31 -1.10 0.44 -0.78 -0.22 0.18

=====

no.,electronic energy (hartree)
1,-2785.022372
2,-2299.039216
3,-2745.750247